No. 1
Here is a 2-piece molecular cluster, H4O2 overall in a non-equilibrium geometry from the Open Molecules 2025 dataset. Energies are from wB97M-V/def2-TZVPD.

```
6
Properties=species:S:1:pos:R:3:forces:R:3:mulliken_charge:R:1
O -0.5080 0.9174 -1.0520 -0.416 1.152 -0.122 -0.620
H -0.8116 1.8554 -1.1123 0.382 -1.147 0.202 0.312
H -0.4164 0.6547 -1.9711 0.034 -0.071 -0.122 0.314
O 0.7767 -0.7614 1.4780 -0.889 -1.542 -0.926 -0.621
H 0.3748 -1.1164 0.6470 0.528 1.153 0.456 0.304
H 0.5845 -1.5498 2.0104 0.361 0.454 0.512 0.310
```
Positions in Å, forces in eV/Å.

Computed properties:
Energy relative to the best compared isomer or geometry (same formula, charge and spin): 27.2 kJ/mol
LUMO level: 0.031 Eh
HOMO energy: -11.2 eV

=====

No. 2
Here is a 2-piece molecular cluster, H4O2 overall in a non-equilibrium geometry from the Open Molecules 2025 dataset. Energies are from wB97M-V/def2-TZVPD.

```
6
Properties=species:S:1:pos:R:3:forces:R:3:mulliken_charge:R:1
O 1.0047 0.7365 0.2523 1.668 -0.192 0.761 -0.621
H 0.7211 0.3823 -0.5823 0.060 -0.218 -0.546 0.297
H 1.8613 0.2701 0.4459 -1.340 0.695 -0.262 0.321
O -1.3827 -0.7482 0.2214 0.656 0.940 -1.675 -0.632
H -1.2519 0.2206 0.3324 -0.194 -0.927 0.404 0.344
H -0.9525 -0.8613 -0.6696 -0.850 -0.298 1.318 0.292
```
Positions in Å, forces in eV/Å.

Computed properties:
Energy relative to the best compared isomer or geometry (same formula, charge and spin): 39.6 kJ/mol
LUMO level: 0.022 Eh
HOMO energy: -11.2 eV

=====

No. 3
Here is a 2-piece molecular cluster, H4O2 overall in a non-equilibrium geometry from the Open Molecules 2025 dataset. Energies are from wB97M-V/def2-TZVPD.

```
6
Properties=species:S:1:pos:R:3:forces:R:3:mulliken_charge:R:1
O 1.0546 -0.0821 -0.1457 0.919 1.170 -0.238 -0.675
H 1.3429 -0.9190 0.2024 0.375 -0.411 0.247 0.313
H 1.7845 0.5661 -0.0649 -0.588 -0.780 0.022 0.325
O -1.5237 -0.2071 -0.1422 -1.065 2.364 1.000 -0.685
H -0.5669 0.0441 -0.0101 -1.376 -0.094 -0.215 0.400
H -2.0914 0.5980 0.1604 1.736 -2.249 -0.816 0.322
```
Positions in Å, forces in eV/Å.

Computed properties:
Energy relative to the best compared isomer or geometry (same formula, charge and spin): 26.1 kJ/mol
LUMO level: 0.022 Eh
HOMO energy: -10.4 eV

=====

No. 4
Here is a 2-piece molecular cluster, H4O2 overall in a non-equilibrium geometry from the Open Molecules 2025 dataset. Energies are from wB97M-V/def2-TZVPD.

```
6
Properties=species:S:1:pos:R:3:forces:R:3:mulliken_charge:R:1
O 0.9656 -0.2563 -0.0875 0.795 2.889 -0.625 -0.672
H 1.5963 -0.1528 0.6211 0.499 -0.706 0.632 0.321
H 0.8998 0.7356 -0.2986 -0.040 -2.174 -0.140 0.324
O -1.5432 -0.1698 0.0133 -0.880 1.325 0.058 -0.615
H -0.9031 -0.8093 -0.2686 0.438 -0.517 -0.067 0.350
H -1.0154 0.6526 0.0204 -0.812 -0.817 0.142 0.291
```
Positions in Å, forces in eV/Å.

Computed properties:
Energy relative to the best compared isomer or geometry (same formula, charge and spin): 52.8 kJ/mol
LUMO level: 0.017 Eh
HOMO energy: -10.9 eV

=====

No. 5
Here is a 2-piece molecular cluster, H4O2 overall from the Open Molecules 2025 dataset. Energies are from wB97M-V/def2-TZVPD.

```
6
Properties=species:S:1:pos:R:3:forces:R:3:mulliken_charge:R:1
O 1.0159 -0.9036 -1.0528 0.358 -0.300 -0.366 -0.640
H 0.5926 -0.5184 -0.2855 -0.310 0.106 0.399 0.385
H 1.0201 -0.2009 -1.7027 0.058 0.089 -0.178 0.289
O -0.7325 0.2313 0.8239 -0.024 -0.042 0.031 -0.670
H -1.0907 1.0349 0.4470 -0.130 0.206 -0.176 0.316
H -0.8053 0.3567 1.7701 0.048 -0.059 0.290 0.320
```
Positions in Å, forces in eV/Å.

Computed properties:
Energy relative to the best compared isomer or geometry (same formula, charge and spin): 6.8 kJ/mol
LUMO level: 0.021 Eh
HOMO energy: -10.8 eV

=====

No. 6
Here is a 2-piece molecular cluster, H4O2 overall in a non-equilibrium geometry from the Open Molecules 2025 dataset. Energies are from wB97M-V/def2-TZVPD.

```
6
Properties=species:S:1:pos:R:3:forces:R:3:mulliken_charge:R:1
O -0.3906 -0.3715 1.3587 -1.167 1.589 -2.177 -0.656
H -0.3354 0.0844 0.4402 -0.164 -1.331 2.200 0.395
H 0.5126 -0.5974 1.4623 1.372 -0.536 0.452 0.276
O 0.2725 0.2491 -1.2400 -0.010 -0.595 0.046 -0.698
H -0.3827 0.9298 -1.3822 0.129 0.500 -0.430 0.350
H 1.1504 0.5621 -1.4701 -0.160 0.374 -0.090 0.332
```
Positions in Å, forces in eV/Å.

Computed properties:
Energy relative to the best compared isomer or geometry (same formula, charge and spin): 27.6 kJ/mol
LUMO level: 0.021 Eh
HOMO energy: -10.7 eV

=====

No. 7
Here is a 2-piece molecular cluster, H4O2 overall in a non-equilibrium geometry from the Open Molecules 2025 dataset. Energies are from wB97M-V/def2-TZVPD.

```
6
Properties=species:S:1:pos:R:3:forces:R:3:mulliken_charge:R:1
O -1.3866 -0.0901 -0.1664 0.210 0.320 0.584 -0.689
H -0.9959 0.6736 0.3425 -0.997 -1.683 -0.237 0.343
H -1.7612 -0.7996 0.4142 0.778 1.411 -0.337 0.336
O 1.6524 -0.2246 -0.0290 -0.974 0.829 -0.565 -0.648
H 1.7057 0.7402 -0.0856 0.713 -0.082 0.286 0.304
H 0.7856 -0.2995 -0.4757 0.271 -0.796 0.268 0.355
```
Positions in Å, forces in eV/Å.

Computed properties:
Energy relative to the best compared isomer or geometry (same formula, charge and spin): 24.9 kJ/mol
LUMO level: 0.025 Eh
HOMO energy: -11.3 eV

=====

No. 8
Here is a 2-piece molecular cluster, H4O2 overall from the Open Molecules 2025 dataset. Energies are from wB97M-V/def2-TZVPD.

```
6
Properties=species:S:1:pos:R:3:forces:R:3:mulliken_charge:R:1
O -11.1288 -2.7086 -10.9123 -0.538 -0.314 -0.103 -0.669
H -11.6105 -3.0083 -11.6832 -0.026 0.028 -0.326 0.316
H -11.4575 -3.2534 -10.1972 -0.040 -0.160 0.284 0.312
O -9.0690 -1.3210 -10.1498 0.819 0.418 0.330 -0.668
H -9.4916 -0.7518 -9.5066 0.000 0.176 0.106 0.289
H -9.7755 -1.8762 -10.4797 -0.214 -0.148 -0.291 0.421
```
Positions in Å, forces in eV/Å.

Computed properties:
Energy relative to the best compared isomer or geometry (same formula, charge and spin): 13.0 kJ/mol
LUMO level: 0.020 Eh
HOMO energy: -10.6 eV

=====

No. 9
Here is a 2-piece molecular cluster, H4O2 overall in a non-equilibrium geometry from the Open Molecules 2025 dataset. Energies are from wB97M-V/def2-TZVPD.

```
6
Properties=species:S:1:pos:R:3:forces:R:3:mulliken_charge:R:1
O 0.8672 0.6361 0.5985 0.670 0.540 1.215 -0.637
H 1.2642 -0.0691 1.1448 -0.370 0.242 -0.535 0.318
H 1.0637 1.4395 1.1334 -0.304 -0.711 -0.734 0.318
O -0.9029 -1.0070 -1.0370 0.776 0.710 0.046 -0.651
H -1.8463 -0.8473 -1.0018 -0.087 0.224 0.045 0.308
H -0.4459 -0.1523 -0.8378 -0.684 -1.004 -0.038 0.344
```
Positions in Å, forces in eV/Å.

Computed properties:
Energy relative to the best compared isomer or geometry (same formula, charge and spin): 9.3 kJ/mol
LUMO level: 0.027 Eh
HOMO energy: -10.9 eV

=====

No. 10
Here is a 2-piece molecular cluster, H4O2 overall in a non-equilibrium geometry from the Open Molecules 2025 dataset. Energies are from wB97M-V/def2-TZVPD.

```
6
Properties=species:S:1:pos:R:3:forces:R:3:mulliken_spin:R:1
H 0.9355 -5.3838 -1.9076 -0.704 0.414 0.652 -0.015
H -0.4466 -4.5907 -1.7402 0.513 -0.307 0.255 -0.015
O 0.3060 -4.9915 -1.2369 0.190 -0.109 -0.911 0.517
H -1.0334 4.7338 1.8158 0.610 0.280 -0.136 -0.016
H 0.5261 4.8649 1.4079 -0.588 0.147 0.175 -0.016
O -0.2877 5.3673 1.6609 -0.020 -0.425 -0.036 0.545
```
Positions in Å, forces in eV/Å.

Computed properties:
Energy relative to the best compared isomer or geometry (same formula, charge and spin): 147.0 kJ/mol
Net charge: +1
Spin multiplicity: 2
LUMO level (alpha / beta): -0.113 / -0.460 Eh
HOMO energy (alpha / beta): -19.3 / -13.9 eV